# 1
Formula: C21H20N2O3
Source: the OMol25 dataset
Level of theory: the ωB97M-V functional and the def2-TZVPD basis

## Properties
Highest occupied orbital energy in eV: -7.8
ΔE to the lowest compared entry with this formula, charge and spin in kJ/mol: 1900.4
Charge: 0
E in hartree: -1146.8321
Frontier orbital gap in eV: 8.30
Molecular weight in g/mol: 348.4

Geometry as XYZ:
```
46
Properties=species:S:1:pos:R:3:lowdin_charge:R:1
C -6.67 -1.26 0.26 0.0390
H -7.30 -1.95 -0.26 0.0663
O -5.39 -1.34 -0.62 -0.0020
C -4.39 -0.73 -0.30 -0.5921
C -4.35 0.04 0.62 -0.0608
C -3.25 0.82 1.07 0.0027
C -2.17 0.57 0.38 -0.0957
C -2.18 -0.20 -0.95 0.1016
C -3.38 -0.88 -1.17 0.0392
H -3.35 -1.66 -1.89 0.1232
H -1.35 -0.19 -1.44 0.0370
N -0.97 1.46 0.31 0.1956
C -0.52 2.11 1.22 -0.3357
O -1.25 2.82 2.23 -0.1445
C 0.91 2.78 1.08 -0.0902
N 1.77 1.78 0.84 -0.0937
C 2.55 0.75 1.54 0.0332
C 3.15 -0.04 0.79 -0.0869
C 3.05 0.50 -0.71 -0.0956
C 3.37 -0.03 -1.76 -0.1091
C 2.91 0.54 -3.12 0.0310
C 1.97 1.73 -2.81 -0.1700
C 1.64 2.25 -1.71 -0.0745
C 2.02 1.56 -0.43 -0.1239
H 0.98 3.16 -1.97 0.1437
H 1.85 2.13 -3.90 0.1243
H 3.31 0.01 -3.99 0.0783
H 4.12 -0.75 -1.96 0.1109
C 3.98 -1.11 1.33 -0.3615
O 5.06 -0.89 1.98 0.0498
C 3.66 -2.36 0.85 -0.1721
C 2.22 -2.93 1.18 -0.0823
C 2.66 -2.81 -0.11 -0.1610
H 2.77 -3.90 -0.68 0.1900
H 2.17 -2.14 -0.74 0.0834
H 2.19 -3.66 1.83 0.0654
H 1.62 -2.13 1.52 0.1033
H 4.45 -3.16 1.37 0.2139
H 2.44 1.00 2.58 0.1457
H 0.80 3.79 0.64 0.1482
H 1.31 3.05 2.36 0.2253
H -0.29 1.18 -0.02 -0.0302
H -3.25 1.58 1.85 0.1210
H -5.27 0.27 1.44 0.1872
H -7.20 -0.17 0.05 0.1599
H -6.39 -1.60 1.21 0.0626
```



# 2
Formula: C3H5NO2
Source: the OMol25 dataset
Level of theory: the ωB97M-V functional and the def2-TZVPD basis

## Properties
Highest occupied orbital energy in eV: -10.7
SMILES: [H]/N=C/OC(C)=O
ΔE to the lowest compared entry with this formula, charge and spin in kJ/mol: 84.8
Charge: 0
E in hartree: -322.5420
Frontier orbital gap in eV: 11.52
Molecular weight in g/mol: 87.1

Geometry as XYZ:
```
11
Properties=species:S:1:pos:R:3:lowdin_charge:R:1
H 2.35 1.41 0.00 0.0598
N 1.51 0.88 -0.24 0.1289
C 1.46 -0.18 0.45 -0.2910
O 0.49 -1.11 0.31 0.0213
C -0.60 -0.84 -0.53 -0.4824
C -1.49 0.27 -0.02 0.0065
O -0.79 -1.54 -1.47 0.1549
H 2.16 -0.51 1.21 0.1355
H -1.54 0.24 1.07 0.0930
H -1.06 1.23 -0.33 0.0834
H -2.48 0.16 -0.45 0.0900
```



# 3
Formula: C32H34F3GeMoO2P2
Source: the OMol25 dataset
Level of theory: the ωB97M-V functional and the def2-TZVPD basis

## Properties
Highest occupied orbital energy in eV: -17.2
ΔE to the lowest compared entry with this formula, charge and spin in kJ/mol: 0.0
Charge: +3
E in hartree: -4516.6785
Frontier orbital gap in eV: 6.29
Molecular weight in g/mol: 738.1

Geometry as XYZ:
```
75
Properties=species:S:1:pos:R:3:lowdin_charge:R:1
Mo 0.32 0.84 -0.55 1.3056
C -1.92 2.04 -3.05 -0.3048
C -1.97 2.99 -1.85 -0.3212
P -1.84 2.04 -0.29 0.9639
C -3.21 0.88 -0.31 -0.3875
C -4.45 1.25 -0.84 -0.0851
C -5.54 0.42 -0.65 -0.0291
C -5.41 -0.76 0.08 -0.0188
C -4.17 -1.14 0.59 -0.0341
C -3.07 -0.32 0.40 -0.0919
C -2.02 3.16 1.10 -0.3422
C -1.08 3.20 2.13 -0.1090
C -1.30 4.02 3.23 -0.0448
C -2.45 4.79 3.29 -0.0156
C -3.39 4.74 2.26 -0.0262
C -3.19 3.92 1.17 -0.0637
P -0.86 0.61 -2.73 1.0141
C 0.89 1.07 -2.89 -0.4715
C 1.74 0.04 -2.40 -0.1956
C 3.13 0.19 -2.51 -0.0076
C 3.65 1.33 -3.09 0.0026
C 2.81 2.33 -3.57 0.0002
C 1.44 2.22 -3.46 -0.0323
C -1.16 -0.71 -3.87 -0.3544
C -0.20 -1.16 -4.78 -0.0610
C -0.54 -2.18 -5.65 -0.0231
C -1.80 -2.76 -5.60 -0.0053
C -2.75 -2.32 -4.69 -0.0275
C -2.44 -1.30 -3.81 -0.0737
H -1.58 2.52 -3.97 0.1104
H -2.91 1.63 -3.27 0.0954
H -2.90 3.55 -1.83 0.0995
H -1.17 3.72 -1.86 0.0875
H -4.57 2.17 -1.41 0.1100
H -6.51 0.70 -1.06 0.1285
H -6.28 -1.39 0.25 0.1303
H -4.08 -2.06 1.15 0.1267
H -2.12 -0.60 0.82 0.0782
H -0.19 2.60 2.09 0.0449
H -0.58 4.05 4.04 0.1201
H -2.63 5.43 4.15 0.1313
H -4.29 5.35 2.32 0.1295
H -3.94 3.87 0.39 0.1105
H 1.34 -0.94 -2.18 0.1289
H 3.78 -0.62 -2.19 0.1415
H 4.72 1.43 -3.20 0.1408
H 3.23 3.21 -4.05 0.1404
H 0.79 2.99 -3.86 0.1295
H 0.78 -0.70 -4.84 0.1114
H 0.19 -2.53 -6.37 0.1298
H -2.05 -3.56 -6.29 0.1330
H -3.74 -2.77 -4.66 0.1293
H -3.18 -0.96 -3.09 0.1082
F -0.55 -0.22 3.27 0.1846
C 0.76 -0.49 3.23 -0.5793
F 1.09 -1.29 4.19 0.2652
F 1.45 0.67 3.31 0.1430
C 1.11 -1.13 1.88 -0.3282
O 1.76 -2.07 1.70 0.2944
O 0.64 -0.32 0.77 -0.2832
C 3.83 3.84 -0.07 -0.1871
Ge 2.75 2.74 1.10 0.8231
C 2.13 3.74 2.62 -0.1938
C 3.60 1.03 1.41 -0.1908
C 1.07 2.50 -0.20 -0.2722
H 4.74 4.05 0.51 0.0573
H 3.35 4.79 -0.31 0.0465
H 4.12 3.33 -0.98 0.0116
H 3.03 4.10 3.12 0.0600
H 1.56 3.13 3.32 0.0160
H 1.54 4.60 2.30 0.0456
H 4.66 1.16 1.19 0.0509
H 3.22 0.23 0.79 -0.0003
H 3.52 0.74 2.46 0.0389
H 0.88 3.53 -0.53 0.0415
```



# 4
Formula: C2HLiO2Tl
Source: the OMol25 dataset
Level of theory: the ωB97M-V functional and the def2-TZVPD basis

## Properties
Highest occupied orbital energy (spin up / spin down) in eV: -10.9 / -10.9
ΔE to the lowest compared entry with this formula, charge and spin in kJ/mol: 160.5
Charge: +1
E in hartree: -406.9669
Frontier orbital gap (spin up / spin down) in eV: 5.11 / 5.11
Molecular weight in g/mol: 268.4

Geometry as XYZ:
```
7
Properties=species:S:1:pos:R:3:lowdin_charge:R:1
O -0.23 0.65 0.85 -0.6094
C 0.47 0.59 -0.22 -0.3426
Tl 0.36 -0.67 2.59 1.1107
Li -1.72 -0.41 0.95 0.6925
H 1.53 0.72 -0.12 0.0673
C 0.09 -0.29 -1.55 -0.0598
O -0.50 -0.59 -2.51 0.1414
```



# 5
Formula: C4H5N3
Source: the OMol25 dataset
Level of theory: the ωB97M-V functional and the def2-TZVPD basis

## Properties
Highest occupied orbital energy in eV: -8.2
ΔE to the lowest compared entry with this formula, charge and spin in kJ/mol: 366.8
Charge: 0
E in hartree: -319.5725
Frontier orbital gap in eV: 8.68
Molecular weight in g/mol: 95.1

Geometry as XYZ:
```
12
Properties=species:S:1:pos:R:3:lowdin_charge:R:1
N -0.09 1.84 0.48 0.1708
C -0.29 0.68 -0.19 -0.5295
N 0.39 0.51 -1.45 0.1253
C 0.93 -0.60 -1.07 -0.1541
C 0.40 -0.99 0.25 -0.1206
C -1.07 -1.06 0.32 -0.1540
N -1.59 0.05 -0.08 0.1258
H -0.53 1.91 1.39 0.1103
H 0.84 2.23 0.42 0.1101
H 1.68 -1.13 -1.67 0.1104
H 1.01 -1.55 0.95 0.0952
H -1.68 -1.90 0.65 0.1104
```



# 6
Formula: C5H7N2O3P
Source: the OMol25 dataset
Level of theory: the ωB97M-V functional and the def2-TZVPD basis

## Properties
Highest occupied orbital energy in eV: 1.0
SMILES: C[C@@]([O-])(n1cccn1)[P@H](=O)[O-]
ΔE to the lowest compared entry with this formula, charge and spin in kJ/mol: 332.8
Charge: -2
E in hartree: -871.2566
Frontier orbital gap in eV: 5.19
Molecular weight in g/mol: 174.1

Geometry as XYZ:
```
18
Properties=species:S:1:pos:R:3:lowdin_charge:R:1
C -0.98 -1.62 0.06 -0.1065
C -1.00 -0.21 0.64 -0.7424
O -1.41 -0.07 1.88 -0.2450
N 0.30 0.42 0.45 -0.1143
C 0.64 1.57 0.94 -0.1183
C 1.97 1.81 0.59 -0.1452
C 2.38 0.69 -0.13 -0.2086
N 1.27 -0.16 -0.21 0.0516
P -2.53 0.62 -0.38 0.2928
O -2.84 2.01 -0.01 -0.4874
O -3.60 -0.38 -0.29 -0.4703
H -1.86 -2.02 0.35 0.0201
H -0.83 -1.52 -0.96 0.0327
H -0.34 -2.22 0.58 0.0267
H -0.03 2.21 1.40 0.0947
H 2.84 2.57 0.83 0.0909
H 3.21 0.63 -0.83 0.0592
H -2.10 0.72 -1.99 -0.0306
```



# 7
Formula: C4H8OP2
Source: the OMol25 dataset
Level of theory: the ωB97M-V functional and the def2-TZVPD basis

## Properties
Highest occupied orbital energy (spin up / spin down) in eV: -8.2 / -8.7
ΔE to the lowest compared entry with this formula, charge and spin in kJ/mol: 204.4
Charge: 0
E in hartree: -915.0081
Frontier orbital gap (spin up / spin down) in eV: 6.58 / 6.70
Molecular weight in g/mol: 134.1

Geometry as XYZ:
```
15
Properties=species:S:1:pos:R:3:lowdin_charge:R:1
C -1.74 -0.13 1.27 -0.1824
C 0.47 0.95 -0.55 -0.7608
C 1.10 -1.30 -0.08 -0.1301
C 0.59 -0.44 -1.22 -0.3105
O -0.68 2.31 1.68 -0.3956
P -0.46 2.30 -1.49 0.7798
P -0.88 1.18 0.77 0.4963
H -2.41 0.02 2.14 0.0382
H -1.84 -0.87 0.55 -0.0192
H 1.35 1.38 -0.06 0.0817
H 0.62 -0.93 0.86 0.0536
H 2.18 -1.27 -0.14 0.0805
H 0.73 -2.29 -0.20 0.0638
H -0.42 -0.70 -1.66 0.1213
H 1.38 -0.20 -1.89 0.0834
```



# 8
Formula: C6H12O
Source: the OMol25 dataset
Level of theory: the ωB97M-V functional and the def2-TZVPD basis

## Properties
Highest occupied orbital energy in eV: -8.5
ΔE to the lowest compared entry with this formula, charge and spin in kJ/mol: 402.6
Charge: 0
E in hartree: -310.9059
Frontier orbital gap in eV: 9.38
Molecular weight in g/mol: 100.2

Geometry as XYZ:
```
19
Properties=species:S:1:pos:R:3:lowdin_charge:R:1
C -0.89 1.66 0.00 -0.0647
C 0.28 0.96 0.58 -0.4872
O 1.26 1.60 1.36 -0.0139
C -0.07 -0.37 1.24 -0.1579
C 0.76 -1.33 0.40 -0.2212
C 0.53 -1.09 -1.08 -0.2495
C -0.73 -1.08 -1.60 -0.0592
H -1.87 1.57 0.45 0.0511
H -1.15 0.77 -1.04 0.1541
H -0.66 2.76 -0.09 0.0823
H 1.39 2.51 1.07 0.0939
H 0.20 -0.44 2.30 0.1241
H -1.14 -0.58 1.18 0.1074
H 1.81 -1.15 0.66 0.1208
H 0.50 -2.37 0.60 0.1079
H 1.35 -1.33 -1.74 0.1081
H 0.85 0.52 -0.62 0.1708
H -0.89 -1.14 -2.67 0.0604
H -1.53 -1.46 -0.98 0.0727
```



# 9
Formula: C52H44B3O32PS
Source: the OMol25 dataset
Level of theory: the ωB97M-V functional and the def2-TZVPD basis

## Properties
Highest occupied orbital energy in eV: -8.4
SMILES: C[C@H](CB1OBOB([PH2]=S)O1)OCc1ccccc1.O=C1C=C(O)C(=O)C=C1O.O=C1C=C(O)C(=O)C=C1O.O=C1C=C(O)C(=O)C=C1O.O=C1C=C(O)C(=O)C=C1O.O=C1C=C(O)C(=O)C=C1O.O=C1C=C(O)C(=O)C=C1O.O=C1C=C(O)C(=O)C=C1O
Charge: 0
E in hartree: -5229.4911
Frontier orbital gap in eV: 6.47
Molecular weight in g/mol: 1276.4

Geometry as XYZ:
```
133
Properties=species:S:1:pos:R:3:lowdin_charge:R:1
C -7.17 4.60 6.44 -0.0478
C -6.69 3.20 5.66 -0.3241
C -7.40 1.92 6.41 -0.0304
B -9.05 1.93 6.37 -0.3908
O -9.87 2.55 7.46 0.1081
B -10.60 1.37 8.03 -0.1415
O -11.37 0.47 7.11 0.0868
B -11.08 0.81 5.69 -0.5197
P -12.42 0.73 4.27 0.4222
S -12.06 -0.89 3.27 0.2189
O -9.72 1.27 5.23 0.1135
O -5.22 3.21 5.71 -0.2164
C -4.62 2.28 4.74 -0.1705
C -4.30 0.84 5.52 -0.1112
C -3.99 1.01 7.16 -0.0192
C -3.70 -0.33 8.07 -0.0721
C -3.74 -1.79 7.34 -0.0768
C -4.02 -1.95 5.71 -0.0615
C -4.31 -0.63 4.77 -0.0305
H -7.82 5.27 5.73 0.0888
H -7.69 4.37 7.48 0.0919
H -6.19 5.21 6.71 0.0967
H -7.04 3.26 4.55 0.1515
H -7.07 0.90 5.88 0.1319
H -7.01 1.88 7.53 0.1428
H -10.55 1.07 9.19 0.1075
H -13.72 0.80 4.89 -0.0085
H -12.12 1.89 3.42 0.0017
H -3.55 2.73 4.48 0.1170
H -5.23 2.14 3.75 0.1405
H -3.96 2.07 7.70 0.1016
H -3.51 -0.15 9.22 0.0839
H -3.57 -2.76 7.98 0.0744
H -4.05 -3.00 5.17 0.0746
H -4.53 -0.65 3.62 0.0934
O -2.11 1.26 3.44 0.0803
C -0.92 1.17 3.15 -0.2767
C -0.44 0.38 2.01 0.0853
C 0.87 0.29 1.74 -0.2143
O 1.32 -0.45 0.67 0.0566
C 1.88 1.00 2.57 -0.3010
O 3.07 0.89 2.31 0.1001
C 1.40 1.81 3.70 0.0845
C 0.09 1.90 3.97 -0.1940
O -0.37 2.67 5.02 0.0855
H -1.18 -0.13 1.42 0.1401
H 2.30 -0.36 0.68 0.1251
H 2.14 2.34 4.29 0.1392
H -1.34 2.57 5.01 0.0995
O -2.94 -6.27 2.34 0.1050
C -2.06 -5.42 2.38 -0.3086
C -1.66 -4.64 1.20 0.0778
C -0.69 -3.73 1.28 -0.2032
O -0.31 -2.99 0.17 0.0793
C 0.03 -3.47 2.55 -0.2941
O 0.93 -2.64 2.59 0.1072
C -0.38 -4.23 3.74 0.0805
C -1.36 -5.14 3.67 -0.2123
O -1.75 -5.86 4.78 0.0753
H -2.19 -4.83 0.28 0.1378
H 0.41 -2.40 0.48 0.0823
H 0.14 -4.02 4.67 0.1385
H -2.47 -6.45 4.47 0.1162
O -18.60 -5.06 2.39 0.1006
C -17.81 -4.24 2.84 -0.3102
C -16.44 -4.09 2.33 0.0739
C -15.60 -3.20 2.86 -0.2052
O -14.31 -3.05 2.38 0.0443
C -16.02 -2.31 3.98 -0.2998
O -15.23 -1.51 4.46 0.0684
C -17.40 -2.44 4.48 0.0750
C -18.24 -3.33 3.95 -0.2094
O -19.54 -3.46 4.41 0.0766
H -16.15 -4.74 1.51 0.1367
H -13.91 -2.34 2.92 -0.0233
H -17.70 -1.78 5.28 0.1354
H -19.94 -4.17 3.87 0.1157
O 6.36 2.73 -2.78 0.1004
C 5.20 2.74 -2.39 -0.3031
C 4.06 2.66 -3.31 0.0789
C 2.81 2.69 -2.85 -0.2035
O 1.73 2.62 -3.71 0.0825
C 2.52 2.80 -1.39 -0.3032
O 1.36 2.85 -1.00 0.1031
C 3.66 2.86 -0.47 0.0770
C 4.92 2.82 -0.93 -0.1993
O 6.00 2.87 -0.06 0.0871
H 4.28 2.59 -4.37 0.1350
H 0.93 2.66 -3.13 0.1170
H 3.44 2.92 0.59 0.1269
H 6.79 2.84 -0.64 0.1171
O 10.00 -0.56 -2.82 0.1087
C 8.96 -1.17 -2.60 -0.2953
C 7.64 -0.62 -2.96 0.0626
C 6.52 -1.30 -2.70 -0.2012
O 5.28 -0.79 -3.04 0.0699
C 6.56 -2.63 -2.03 -0.3076
O 5.52 -3.22 -1.79 0.1002
C 7.88 -3.18 -1.69 0.0760
C 9.00 -2.51 -1.95 -0.2068
O 10.24 -3.03 -1.64 0.0776
H 7.63 0.35 -3.45 0.0945
H 4.63 -1.46 -2.75 0.1137
H 7.90 -4.16 -1.22 0.1369
H 10.89 -2.35 -1.93 0.1154
O 8.45 0.65 -5.18 0.0831
C 8.70 0.79 -6.37 -0.2708
C 9.91 0.22 -6.99 0.0868
C 10.16 0.41 -8.29 -0.1991
O 11.29 -0.13 -8.88 0.0759
C 9.23 1.19 -9.15 -0.2975
O 9.50 1.35 -10.34 0.1064
C 8.01 1.73 -8.54 0.0798
C 7.76 1.55 -7.24 -0.1982
O 6.62 2.06 -6.66 0.0789
H 10.58 -0.34 -6.35 0.1389
H 11.24 0.14 -9.82 0.0669
H 7.34 2.28 -9.18 0.1378
H 6.66 1.79 -5.71 0.1039
O 16.90 2.85 -12.40 0.1098
C 15.86 2.24 -12.19 -0.3042
C 14.54 2.79 -12.55 0.0797
C 13.42 2.11 -12.29 -0.2004
O 12.18 2.62 -12.63 0.0871
C 13.46 0.78 -11.62 -0.2796
O 12.42 0.19 -11.37 0.0856
C 14.78 0.22 -11.27 0.0846
C 15.90 0.90 -11.54 -0.2041
O 17.14 0.38 -11.22 0.0837
H 14.53 3.76 -13.04 0.1389
H 11.53 1.95 -12.34 0.1098
H 14.80 -0.75 -10.80 0.1406
H 17.79 1.06 -11.51 0.1178
```



# 10
Formula: C23H19BrF16O5
Source: the OMol25 dataset
Level of theory: the ωB97M-V functional and the def2-TZVPD basis

## Properties
Highest occupied orbital energy in eV: -9.0
SMILES: O=C1C=C(CCCO)C(=O)c2cc(Br)ccc21.FC(F)C(F)(F)COC(F)(F)C(F)F.FC(F)C(F)(F)COC(F)(F)C(F)F
ΔE to the lowest compared entry with this formula, charge and spin in kJ/mol: 631.5
Charge: 0
E in hartree: -5435.6811
Frontier orbital gap in eV: 7.92
Molecular weight in g/mol: 759.3

Geometry as XYZ:
```
64
Properties=species:S:1:pos:R:3:lowdin_charge:R:1
O 1.46 -1.73 5.07 0.0417
C 1.30 -1.70 3.83 -0.2674
C -0.07 -2.19 3.12 0.0609
C -0.06 -2.86 1.87 -0.0873
C -1.34 -3.34 1.06 -0.1400
C -2.73 -2.91 1.73 -0.1819
C -3.07 -1.35 1.66 -0.2435
O -3.00 -0.79 0.31 -0.1211
C 1.38 -3.12 1.17 -0.2419
O 1.67 -4.16 0.53 0.0567
C 2.45 -1.93 1.41 -0.0274
C 3.44 -1.52 0.29 -0.0263
C 4.41 -0.35 0.60 -0.5646
Br 5.65 0.21 -0.87 0.5937
C 4.42 0.36 2.00 -0.0732
C 3.42 -0.04 3.13 0.0066
C 2.43 -1.19 2.79 -0.0365
H -1.06 -1.95 3.65 0.1169
H -1.34 -4.47 0.89 0.1356
H -1.30 -2.80 0.03 0.0991
H -3.56 -3.47 1.14 0.1238
H -2.76 -3.34 2.80 0.1198
H -4.16 -1.19 2.01 0.1239
H -2.41 -0.70 2.33 0.1116
H -3.13 -1.52 -0.35 0.0843
H 3.41 -2.06 -0.71 0.1081
H 5.17 1.20 2.20 0.1001
H 3.42 0.49 4.15 0.1169
F 1.68 4.18 0.79 0.0980
C 2.20 3.79 1.97 -0.2924
F 3.32 3.08 1.67 0.0794
C 1.23 2.95 2.80 -0.4309
F 0.95 1.78 2.18 0.1246
F 1.87 2.61 3.96 0.0925
C -0.09 3.63 3.20 -0.0409
O -1.25 3.35 2.39 0.0336
C -1.42 4.12 1.21 -0.5026
F -0.56 5.16 1.22 0.1353
F -2.66 4.66 1.30 0.1443
C -1.33 3.27 -0.06 -0.2738
F -0.14 2.63 -0.16 0.0932
F -1.44 4.05 -1.17 0.0942
H 2.51 4.69 2.51 0.1749
H -0.36 3.22 4.18 0.1495
H 0.03 4.70 3.37 0.1448
H -2.12 2.52 -0.09 0.1753
F -2.77 -0.55 -4.69 0.0921
C -2.18 0.30 -5.55 -0.3002
F -2.86 0.19 -6.72 0.0926
C -0.70 -0.01 -5.77 -0.4339
F -0.53 -1.21 -6.36 0.1276
F -0.22 0.91 -6.66 0.1046
C 0.20 0.07 -4.52 -0.0390
O 0.51 -1.16 -3.86 0.0368
C -0.44 -1.64 -2.92 -0.5030
F -1.34 -0.68 -2.66 0.1329
F 0.25 -1.83 -1.77 0.1354
C -1.07 -2.97 -3.34 -0.2690
F -1.69 -2.87 -4.54 0.1001
F -2.01 -3.36 -2.45 0.0876
H -2.32 1.32 -5.18 0.1742
H 1.18 0.42 -4.88 0.1503
H -0.12 0.84 -3.82 0.1439
H -0.32 -3.76 -3.42 0.1795
```